No. 1
Formula: C8H27NO3P2S
Source: the OMol25 dataset
Level of theory: ωB97M-V/def2-TZVPD

The geometry in XYZ format:
```
42
Properties=species:S:1:pos:R:3:forces:R:3
H 3.395331 -1.407154 1.976696 0.0 0.2 0.1
H 2.170810 -1.689448 -3.306360 0.0 -0.1 -0.1
C -6.214439 -0.191633 2.882325 0.1 0.0 0.0
C 2.393424 1.595881 -1.276407 0.1 0.1 0.1
O 2.257569 2.972913 -1.534178 0.0 0.0 -0.3
H -3.695953 0.631064 -0.164530 0.0 0.0 0.0
H 2.858105 1.448596 -0.287188 0.0 0.0 0.0
H -7.188227 -0.191010 2.391200 0.0 0.0 0.0
H -5.124858 -0.989595 1.204854 0.0 0.0 0.0
H -1.667781 -0.229621 -1.385821 0.0 0.0 0.0
H 1.046553 4.507662 -1.004039 0.0 0.1 0.0
O -0.533698 -0.490578 0.256688 0.1 0.0 0.0
H -4.116807 -1.425964 3.794730 0.1 0.0 0.1
C -5.289897 -1.218210 2.256675 0.0 0.0 0.1
H -6.371474 -0.406822 3.941736 0.0 0.0 0.0
H 5.060609 -0.414694 0.970676 -0.1 0.2 0.2
H -2.854591 0.380680 1.371606 -0.1 0.0 0.0
H -5.781885 0.805821 2.801311 0.0 0.0 0.0
P 4.242309 -1.557112 0.860718 0.4 -0.5 0.1
H 2.214932 4.018443 0.247635 0.0 0.0 0.1
H 0.777412 3.020829 -0.077826 0.0 0.0 0.0
C -1.832702 -0.446717 -0.330922 0.0 0.0 0.0
H -5.727607 -2.219534 2.319287 0.0 0.0 -0.1
C 3.258377 0.989391 -2.364102 -0.1 -0.1 -0.2
H -2.304898 -1.432422 -0.259677 0.0 0.0 0.0
S 5.271737 -3.233915 0.921245 0.0 0.0 -0.1
H 2.639891 0.783473 -3.237513 0.0 0.1 0.0
H 1.406005 1.115309 -1.272467 0.1 0.0 0.2
H 1.832938 -1.017114 -0.226575 0.0 0.0 0.1
P 2.874038 -1.472495 -1.046245 -0.8 -0.1 -0.7
C 1.541231 3.658524 -0.536331 -0.1 0.0 0.1
H 4.843421 -0.066373 -1.341120 0.0 -0.1 0.1
N 1.732070 -1.550823 -2.403714 0.3 0.1 0.1
C 3.961065 -0.300055 -1.932552 0.1 0.1 -0.1
H 1.039465 -2.277761 -2.276902 -0.1 0.0 0.0
H 3.189137 -2.843219 -1.053867 0.2 -0.1 0.2
H 4.291949 -0.848976 -2.818351 0.1 0.0 0.1
H 4.021445 1.713450 -2.654205 0.0 0.0 0.0
H -0.642011 -0.698237 1.189984 0.0 0.0 0.1
H -2.260598 1.591832 0.227053 0.0 0.0 0.0
C -2.714599 0.603678 0.312554 0.1 0.1 0.0
O -3.997791 -1.218066 2.863917 -0.1 0.0 -0.1
```
Positions in Å, forces in eV/Å.

Calculated values
* SMILES string: COCCC[PH2](N)[PH2]=S.CCO.CCO
* highest occupied orbital energy: -7.58 eV
* E_tot: -45777.054 eV
* largest force on an atom: 1.07 eV/A
* gap between HOMO and LUMO: 0.2982 Ha



No. 2
Formula: C8H28N10O6
Source: the OMol25 dataset
Level of theory: ωB97M-V/def2-TZVPD

The geometry in XYZ format:
```
52
Properties=species:S:1:pos:R:3:forces:R:3
N 9.011068 12.122358 9.504641 0.9 -3.2 1.8
H 4.100471 12.975777 15.337674 0.0 -0.5 -0.6
C 10.599876 15.402003 17.104779 -0.3 -4.1 -2.6
H 7.893374 14.233980 7.619836 -0.3 -0.4 -0.4
H 4.029749 14.796075 13.242563 0.1 0.2 0.1
H 7.531959 13.674817 15.555243 0.0 0.0 -0.5
C 3.226709 13.417737 12.054217 -4.3 -3.4 -0.8
N 7.716373 13.732912 14.563930 3.5 -2.7 3.4
N 11.635991 14.080466 12.992980 3.4 2.6 6.1
H 2.328983 14.956940 12.895894 0.3 -0.1 -0.2
H 12.347501 14.685410 12.608426 -0.3 0.0 0.6
H 3.729772 9.499847 16.140674 -0.3 0.2 -0.2
H 5.460670 12.681390 16.313882 0.2 0.0 0.2
C 8.432139 13.225033 9.165639 0.6 3.0 -0.2
H 5.068331 8.728075 15.402598 0.3 0.4 -0.7
H 4.436961 11.866350 11.796373 0.0 0.5 -0.1
H 8.551215 13.383542 14.115520 0.5 -0.4 0.9
N 4.380579 12.817455 12.131533 3.2 -2.1 -1.3
H 6.025100 11.130277 15.019696 0.3 -0.5 -0.7
O 5.854618 14.847643 14.114834 0.5 -0.8 -0.5
H 5.229905 9.528897 16.895196 0.5 0.5 0.2
H 7.954072 12.491625 7.308998 -0.1 0.4 0.2
N 11.159121 13.695657 10.983106 1.0 0.0 -3.9
H 7.067729 14.687055 11.651970 -0.5 0.1 0.6
O 2.174037 12.892721 11.605967 1.5 0.5 -0.3
H 5.184222 13.287320 12.523313 -0.2 -0.3 -0.2
O 8.443389 14.239237 9.856213 -0.8 0.5 1.0
C 4.584491 12.179585 15.903270 -0.7 1.8 2.3
N 9.603066 14.704852 17.596929 -2.9 -2.3 1.1
H 11.456301 17.065708 17.421534 -0.4 0.5 0.1
N 10.615500 16.549009 17.636415 2.2 6.4 1.5
C 4.783912 9.650931 15.908134 -0.6 -1.4 2.1
H 9.249608 12.178878 10.484437 0.6 -1.2 0.3
C 6.897772 14.238449 13.741396 -5.1 4.7 -0.8
N 8.107833 13.290057 7.908126 -1.5 0.9 -3.5
H 11.331650 14.186505 13.950186 0.7 0.2 0.4
N 7.323671 14.199582 12.498708 0.9 -1.2 -2.4
H 3.938635 12.009514 16.764694 -0.2 -0.2 0.1
H 10.429381 13.492643 10.315005 0.7 0.5 -0.2
N 3.216686 14.509986 12.716092 -0.7 5.1 2.2
C 4.967671 10.947542 15.210840 0.5 -0.6 -0.7
H 4.892102 10.850166 13.362643 -0.6 -0.1 -0.4
O 11.341549 14.950350 16.242726 1.1 0.1 -0.3
H 8.908916 15.242041 18.096606 -0.1 -0.9 0.1
O 4.201195 10.806012 14.027702 0.7 -0.1 -0.8
H 9.845422 17.014938 18.094654 0.4 -0.3 -0.1
C 10.839422 13.512543 12.227438 -4.2 -2.7 -3.3
H 9.425746 13.756231 17.298995 -0.1 0.4 0.0
H 9.513506 11.638714 8.774063 0.0 -0.3 0.7
H 12.048792 14.124849 10.772437 -0.6 -0.1 -0.6
O 9.808585 12.845552 12.457392 -0.1 -0.2 1.4
H 8.090417 13.551503 12.388309 0.2 0.4 -0.8
```
Positions in Å, forces in eV/Å.

Calculated values
* SMILES string: NC(N)=O.NC(N)=O.NC(N)=O.NC(N)=O.NC(N)=O.CC(C)O
* highest occupied orbital energy: -8.35 eV
* E_tot: -35938.064 eV
* energy relative to the best compared isomer or geometry (same formula, charge and spin): 234.6 kJ/mol
* largest force on an atom: 7.41 eV/A
* gap between HOMO and LUMO: 0.3159 Ha



No. 3
Formula: C8H30N12O8
Source: the OMol25 dataset
Level of theory: ωB97M-V/def2-TZVPD

The geometry in XYZ format:
```
58
Properties=species:S:1:pos:R:3:forces:R:3
C 1.505012 -2.519922 4.199631 0.8 0.0 -1.1
H 0.623327 -3.072163 1.340664 0.0 0.0 0.0
N -1.996258 -2.863583 4.690539 0.5 -0.1 -0.4
O 0.403311 -2.390592 1.977788 -0.3 0.2 0.5
H 1.685867 -0.959959 2.759027 -0.1 0.0 -0.2
H -1.357994 1.656420 0.797878 0.1 -0.1 0.3
H -0.435521 -2.015744 -1.089521 -0.4 -0.3 0.3
H 0.367348 3.889803 1.598036 0.0 0.0 0.0
N 3.069888 3.607311 -3.126082 0.3 0.2 -0.5
H -1.827610 -1.663535 -6.030946 0.1 -0.3 0.0
H 0.653238 2.605049 0.433003 -0.2 -0.1 0.2
O -0.399336 -2.505045 -3.320912 0.1 -0.2 0.0
N 2.364188 3.494028 -5.323878 0.3 0.1 0.4
H -3.807512 1.795856 3.281390 -0.2 -0.2 0.3
H 1.390778 5.861182 1.027410 0.3 0.5 0.0
H -3.226975 -1.717665 1.961385 0.3 0.2 -0.3
O -4.109089 -2.155961 4.254345 -0.1 -0.2 -0.3
N 0.784992 3.562820 0.747557 0.3 0.1 -0.7
H 1.786501 -4.406284 3.727400 0.1 0.1 0.0
H -2.249919 -3.264957 5.573269 -0.3 0.1 0.0
N 2.199241 5.383379 0.676176 -0.5 -0.5 -0.1
N -0.192685 -3.561134 -5.321104 0.0 0.3 -0.2
H -1.121454 -3.178002 4.298746 -0.1 -0.2 0.0
N -2.030051 1.757382 1.555563 -0.4 -0.1 -0.4
C 0.105822 -0.109892 -0.887547 1.3 -0.2 -1.1
H 0.600167 -0.932956 -2.742130 0.1 0.1 0.0
H 2.520524 -2.304832 4.556552 -0.1 0.0 0.4
C 1.964293 4.089940 0.280786 0.0 -0.6 1.0
C 2.619307 2.834735 -4.136439 -1.0 -0.4 0.0
O 0.228169 0.928106 -0.222413 -0.6 -0.2 0.5
H 2.417063 4.492977 -5.375754 0.1 0.0 -0.3
O 2.745064 3.398597 -0.354494 0.3 0.5 -0.2
H -2.154557 -1.197591 -4.419391 0.2 0.1 0.0
H 1.408249 0.567802 -2.225657 0.0 -0.1 -0.7
H 2.241377 2.934136 -6.144105 -0.1 0.1 0.0
O 2.337122 1.647505 -4.014583 0.5 0.0 0.0
H -0.242815 -3.426407 -6.314948 0.1 -0.2 0.0
O 1.199116 -3.894947 4.289849 -0.4 -0.1 0.4
H -4.538975 0.253955 2.805152 -0.2 0.2 0.5
H -1.589822 -2.231572 2.385152 0.1 0.1 -0.4
N -3.941394 1.044145 2.633778 0.3 -0.2 -0.9
N -2.575539 -2.186217 2.567978 -0.3 -0.6 0.5
C -3.063245 0.865499 1.593262 0.4 0.2 0.7
C -2.987707 -2.420606 3.835956 0.0 0.6 0.9
H -0.961288 -1.182076 0.406335 -0.3 -0.4 -0.1
H 3.060211 5.845909 0.462524 0.0 0.1 -0.1
N 0.825055 -0.235080 -2.050632 -0.4 0.5 1.0
H 0.796558 -1.954493 4.797982 -0.2 -0.2 0.0
H 0.524928 -4.150229 -4.941501 0.2 0.1 0.0
O -3.169334 -0.056321 0.796419 -0.2 0.1 -0.2
H 2.411386 -2.494206 2.237195 0.2 0.1 0.2
H -1.873830 2.360496 2.340304 0.2 0.1 -0.1
N -1.671057 -1.811433 -5.051746 -0.3 0.5 0.1
C -0.699342 -2.587382 -4.504428 -0.3 -0.6 0.1
H 3.217462 4.583730 -3.298515 0.2 0.0 0.2
C 1.552341 -2.045206 2.744343 0.0 -0.2 0.0
H 3.230775 3.232324 -2.202016 -0.3 0.1 0.1
N -0.615372 -1.197093 -0.534634 0.3 0.8 -0.2
```
Positions in Å, forces in eV/Å.

Calculated values
* SMILES string: NC(N)=O.NC(N)=O.NC(N)=O.NC(N)=O.NC(N)=O.NC(N)=O.OCCO
* highest occupied orbital energy: -8.93 eV
* E_tot: -43050.183 eV
* energy relative to the best compared isomer or geometry (same formula, charge and spin): 0.0 kJ/mol
* largest force on an atom: 1.71 eV/A
* gap between HOMO and LUMO: 0.3460 Ha



No. 4
Formula: C8H30N2O6
Source: the OMol25 dataset
Level of theory: ωB97M-V/def2-TZVPD

The geometry in XYZ format:
```
46
Properties=species:S:1:pos:R:3:forces:R:3
H 7.055950 7.324150 8.920953 0.9 0.3 1.0
C 7.716733 4.895782 8.032285 -0.3 -0.8 0.1
H 8.925594 11.041904 17.019849 0.0 -0.6 0.1
O 7.882174 7.704169 7.193739 0.4 1.4 -0.6
H 8.274290 3.936701 8.054611 -0.6 0.3 -0.2
N 8.972230 5.682488 10.000189 0.5 0.5 -0.4
C 10.991831 10.459711 12.917563 -0.6 0.1 0.9
H 7.881436 9.733191 7.494379 0.6 1.0 0.2
H 15.965249 11.805916 13.155787 -0.3 0.1 -0.4
C 7.266349 9.004839 7.029806 -1.5 -1.9 0.2
H 14.393147 13.470371 14.889979 -0.1 -0.3 0.5
H 9.452164 7.479977 15.269845 0.2 0.2 -0.4
H 6.254907 8.997360 7.575089 1.2 0.1 -0.8
H 10.106816 11.153579 12.863279 0.9 -0.2 0.1
O 9.555128 8.395947 14.933712 -0.2 -0.9 0.5
O 9.660543 6.579685 12.738279 -0.3 -0.3 -1.4
O 8.679080 10.138469 17.290201 1.4 0.6 -0.6
H 10.803122 9.692424 12.164306 0.4 0.1 0.0
H 9.274994 7.366353 13.134884 0.0 0.3 0.0
H 9.608948 5.907562 8.100169 1.0 0.1 -0.9
H 9.381259 6.557800 11.774746 0.5 0.1 1.3
H 8.155016 5.340562 10.480007 0.2 -0.7 0.2
C 14.931138 11.432493 13.045611 0.0 1.6 -0.4
H 8.785804 8.066132 9.125950 -0.5 -0.1 -0.5
N 14.277934 13.757583 13.934556 0.0 0.6 0.7
C 13.920506 12.667158 13.073846 2.5 -0.7 -1.0
H 14.816938 10.926570 12.061803 0.1 -0.1 1.0
C 8.676752 5.924618 8.593539 -1.9 2.2 0.9
H 6.819739 4.774957 8.685834 0.6 0.2 -0.2
H 14.818350 10.814163 13.934454 -0.5 -0.4 -0.3
H 10.878218 5.749645 15.785942 0.8 0.2 0.2
H 7.117743 9.183446 5.945265 0.2 -0.1 0.8
O 12.241140 11.069254 12.673073 -0.1 0.2 -0.7
C 12.587272 12.203707 13.446231 -2.2 -0.6 0.1
H 13.932000 13.136594 12.072993 -0.3 -0.6 0.1
H 15.161187 14.160915 13.684916 0.3 0.2 -0.3
H 10.994463 9.945639 13.905263 -0.1 0.4 -0.5
H 9.784197 5.089333 9.968639 -0.2 -0.7 1.1
H 11.878344 13.031593 13.339931 -0.3 0.0 -0.3
H 7.785176 10.229338 17.563314 -1.3 -0.1 0.4
C 8.111358 7.395188 8.553132 -1.1 -1.9 -0.8
H 7.310562 5.083449 7.026811 0.5 0.1 0.3
H 10.195344 5.646326 14.402658 0.2 0.1 -0.7
O 10.089714 5.479925 15.339231 -1.0 -0.3 0.5
H 9.386295 8.882757 15.744124 -0.2 0.6 0.2
H 12.523448 11.942093 14.501594 0.3 -0.2 0.5
```
Positions in Å, forces in eV/Å.

Calculated values
* SMILES string: COC[C@H](C)N.COC[C@H](C)N.O.O.O.O
* highest occupied orbital energy: -9.19 eV
* E_tot: -24046.449 eV
* energy relative to the best compared isomer or geometry (same formula, charge and spin): 78.5 kJ/mol
* largest force on an atom: 3.07 eV/A
* gap between HOMO and LUMO: 0.3558 Ha



Look up the highest occupied orbital energy of the third one. -8.93 eV



Number 4 is which compound? C8H30N2O6